Record 1
Density functional theory data (the ωB97M-V functional and the def2-TZVPD basis) for C13H26MnN12OS as an isolated structure.

Last column: Löwdin spin population.
Atoms and positions in Å:
Mn1 1.7386 1.1894 0.1081  4.645
N1 4.3503 0.1832 2.2184  0.005
C1 4.5624 0.1618 0.8573  0.013
N2 5.7098 -0.1500 0.2887  0.004
N3 5.4732 -0.0883 -1.0332  0.013
N4 4.2548 0.2449 -1.2620  0.009
N5 3.6238 0.4125 -0.0728  0.049
C2 3.2558 0.7466 2.8168  0.010
N6 3.1807 1.0520 4.1066  0.002
N7 1.9680 1.5779 4.2706  0.010
N8 1.3261 1.5924 3.1527  0.007
N9 2.1187 1.0704 2.1839  0.046
H1 5.1560 0.0160 2.7966  0.000
C3 1.4829 5.6355 -0.0914  0.002
C4 1.2748 4.3081 0.5854  0.012
N10 0.7884 4.3168 1.8192  0.006
O1 1.5318 3.2547 -0.0288  0.058
H2 0.5246 6.1149 -0.2899  0.000
H3 2.0017 5.4714 -1.0310  0.000
H4 2.0749 6.2970 0.5405  0.000
H5 0.6686 5.1835 2.3134  0.000
H6 0.7018 3.4366 2.3488  0.001
C5 -3.1055 -1.9866 3.0045  0.000
C6 -2.0038 -2.4180 2.0397  0.000
C7 -0.9429 -1.3314 1.8714  0.001
C8 0.2768 -1.8045 1.0826  0.010
N11 -0.0448 -2.1964 -0.2885  0.005
C9 -0.2676 -1.3595 -1.3114  0.019
S1 -0.0171 0.3174 -1.2203  0.052
N12 -0.7091 -1.9154 -2.4484  0.008
C10 -0.9014 -1.2259 -3.7257  0.002
C11 -2.2203 -0.4589 -3.8813  0.001
C12 -3.4910 -1.3115 -3.9613  0.000
C13 -3.8801 -2.0248 -2.6650  0.000
H7 -3.8577 -2.7682 3.1153  0.000
H8 -3.6031 -1.0852 2.6429  0.000
H9 -2.6863 -1.7727 3.9882  0.000
H10 -2.4485 -2.6542 1.0679  0.000
H11 -1.5353 -3.3355 2.4111  0.000
H12 -0.6029 -0.9874 2.8512  0.000
H13 -1.3783 -0.4686 1.3621  0.000
H14 0.7304 -2.6694 1.5651  0.000
H15 1.0283 -1.0203 1.0568  0.007
H16 -0.2752 -3.1671 -0.4288  0.001
H17 -0.8129 -2.9162 -2.4509  0.000
H18 -0.8493 -1.9886 -4.5031  0.000
H19 -0.0680 -0.5368 -3.8633  0.001
H20 -2.1264 0.1029 -4.8140  0.000
H21 -2.3166 0.2619 -3.0716  0.000
H22 -3.3908 -2.0408 -4.7714  0.000
H23 -4.3096 -0.6447 -4.2412  0.000
H24 -3.1909 -2.8336 -2.4263  0.000
H25 -4.8747 -2.4623 -2.7571  0.000
H26 -3.8931 -1.3245 -1.8271  0.000

The gap between HOMO and LUMO (alpha / beta) comes out at 7.76 / 7.79 eV. As for the multiplicity: 6.



Record 2
Density functional theory data (the ωB97M-V functional and the def2-TZVPD basis) for a single C4H7NO2 molecule.

Last column: natural (NBO) charge in e.
Atoms and positions in Å:
C1 -0.0775 1.5138 0.5641  -0.602
C2 0.1604 0.2746 -0.2946  -0.422
C3 1.6492 0.0328 -0.5142  0.462
O1 2.4937 0.8750 -0.3414  -0.505
C4 -0.4222 -0.9709 0.3642  0.677
O2 -0.0051 -1.3669 1.4380  -0.606
N1 -1.3946 -1.6180 -0.3346  -0.819
H1 0.2893 1.3317 1.5779  0.235
H2 0.4630 2.3680 0.1500  0.232
H3 -1.1437 1.7550 0.6158  0.210
H4 -0.2737 0.4152 -1.2969  0.220
H5 1.9201 -0.9811 -0.8763  0.116
H6 -1.8141 -1.2233 -1.1592  0.395
H7 -1.8449 -2.4059 0.1072  0.407

The gap between HOMO and LUMO comes out at 10.70 eV.



Record 3
Density functional theory data (the ωB97M-V functional and the def2-TZVPD basis) for a single C4H6N2 molecule.

Last column: natural (NBO) charge in e.
Atoms and positions in Å:
N1 -0.9597 -1.2702 -0.3772  -0.568
C1 -0.0062 -0.4139 -1.0284  -0.101
C2 -1.0939 0.1533 -0.1964  -0.099
C3 -0.0182 0.8821 0.6927  -0.100
N2 1.0278 0.0779 1.2703  -0.571
C4 1.0556 0.3042 -0.1491  -0.089
H1 -0.6642 -1.8435 0.4080  0.350
H2 0.1251 -0.3889 -2.1034  0.206
H3 -2.0061 0.6439 -0.5158  0.209
H4 -0.1435 1.9073 1.0224  0.209
H5 0.8011 -0.8467 1.6267  0.350
H6 1.8820 0.7945 -0.6497  0.204

The gap between HOMO and LUMO comes out at 10.32 eV.



Record 4
Density functional theory data (the ωB97M-V functional and the def2-TZVPD basis) for a 2-piece molecular cluster, C10H19N3O2 overall.

Last column: natural (NBO) charge in e.
Atoms and positions in Å:
C1 0.1298 2.7193 -1.3519  0.076
C2 -0.4272 0.6091 -1.2858  0.335
C3 -1.0391 1.7585 0.6370  -0.397
C4 -1.5519 -0.6376 0.3418  -0.430
C5 -0.6583 3.0700 -0.1376  -0.118
C6 -1.4947 0.7559 -0.3105  -0.302
C7 -0.7470 -1.4536 -0.6804  -0.112
C8 -0.1429 -3.2782 1.2218  -0.732
C9 2.7047 -1.3706 0.0095  -0.291
C10 0.7614 -2.7117 0.1964  0.788
N1 0.2574 1.6125 -1.8722  -0.347
N2 -0.1960 -0.6550 -1.5736  -0.384
N3 0.0804 4.0326 0.7562  -0.651
O1 1.0124 -3.3148 -0.9090  -0.650
O2 1.5139 -1.8093 0.7293  -0.452
H1 0.5557 3.5181 -1.9157  0.210
H2 -0.0713 1.3954 1.0530  0.214
H3 -1.8431 2.0431 1.3979  0.255
H4 -1.1812 -0.6183 1.3752  0.229
H5 -2.4796 -1.0943 0.3396  0.251
H6 -1.5154 3.6358 -0.3666  0.241
H7 -2.5060 1.1274 -0.7230  0.261
H8 -1.2253 -2.3399 -0.9225  0.219
H9 -1.2101 -3.4119 1.0587  0.263
H10 0.0114 -2.9095 2.2460  0.280
H11 0.2923 -4.2749 1.3509  0.253
H12 2.6560 -1.3567 -1.0705  0.198
H13 3.4598 -2.1703 0.2177  0.236
H14 2.9377 -0.3556 0.1748  0.218
H15 0.4765 -0.9787 -2.2442  0.453
H16 -0.2186 3.8603 1.7367  0.456
H17 -0.1485 4.9550 0.4648  0.454
H18 1.0544 3.9446 0.8073  0.441
H19 0.7525 -4.2965 -0.7513  0.538

The gap between HOMO and LUMO (alpha / beta) comes out at 6.44 / 6.89 eV. The total charge is +2.



Record 5
Density functional theory data (the ωB97M-V functional and the def2-TZVPD basis) for a single C20H16O2S molecule.

Last column: natural (NBO) charge in e.
Atoms and positions in Å:
O1 -0.5899 1.9528 -3.8913  -0.986
O2 -1.4471 3.5300 -0.7961  -0.475
C1 3.1052 -3.5311 3.1077  -0.213
C2 -3.4736 -1.0121 -0.7310  -0.174
C3 2.5043 -2.4942 3.7933  -0.223
C4 3.1612 -3.5258 1.6791  -0.205
C5 -2.1716 -1.2257 -1.3073  -0.208
C6 -4.0393 0.2474 -0.6358  -0.240
C7 2.0522 -1.4390 2.9843  -0.179
C8 2.5559 -2.4871 0.9501  -0.189
C9 0.3844 0.3263 1.3512  -0.145
C10 1.8868 0.0619 -0.5132  -0.193
C11 -1.6681 -0.1586 -2.0228  -0.178
C12 -3.4222 1.2850 -1.2973  -0.185
C13 -0.2256 1.3525 0.6587  -0.224
C14 1.3768 1.1894 -1.1518  -0.211
C15 2.0818 -1.3692 1.5944  -0.068
C16 1.4870 -0.3167 0.7865  -0.058
C17 -2.3374 1.1047 -2.1813  -0.250
C18 0.2951 1.8667 -0.5276  -0.034
S1 -1.7915 2.5023 -3.2749  1.281
C19 -0.0944 3.2923 -1.0108  0.054
C20 -1.0099 3.7336 -2.1199  -0.142
H1 3.5650 -4.3603 3.6349  0.210
H2 -3.8633 -1.9029 -0.2820  0.210
H3 2.3287 -2.6013 4.8962  0.227
H4 3.5370 -4.4770 1.1770  0.215
H5 -1.8055 -2.2699 -1.3898  0.227
H6 -4.9584 0.4878 -0.1533  0.222
H7 1.5748 -0.5619 3.5224  0.203
H8 2.5287 -2.6777 -0.0485  0.206
H9 0.1030 0.0775 2.3527  0.208
H10 2.6485 -0.5257 -0.9518  0.210
H11 -0.7932 -0.3568 -2.4642  0.219
H12 -4.0375 2.1628 -1.5251  0.209
H13 -1.0946 1.9349 1.0282  0.224
H14 1.7059 1.5772 -2.1305  0.237
H15 0.6478 3.9092 -0.5724  0.197
H16 -0.7073 4.6987 -2.5379  0.219

The gap between HOMO and LUMO comes out at 8.68 eV.



Record 6
Density functional theory data (the ωB97M-V functional and the def2-TZVPD basis) for a single C5H10O2 molecule.

Last column: natural (NBO) charge in e.
Atoms and positions in Å:
C1 1.7863 0.2252 -0.4139  -0.292
C2 -0.6277 -0.7255 -0.1224  0.004
C3 -0.8881 0.6368 0.5058  -0.481
C4 0.2755 0.8161 1.4971  -0.063
O1 1.4217 0.0802 1.0218  -0.560
C5 -1.3113 -1.1324 -1.3598  -0.116
O2 -1.6210 -1.7323 -0.1124  -0.495
H1 1.0380 0.5675 -1.1608  0.193
H2 2.5974 0.9344 -0.3977  0.194
H3 2.1245 -0.7552 -0.7938  0.201
H4 -1.8748 0.6562 0.9785  0.236
H5 -0.8603 1.4511 -0.2287  0.206
H6 -0.0142 0.4243 2.4874  0.195
H7 0.5718 1.8588 1.6371  0.176
H8 0.3580 -1.0372 0.3264  0.247
H9 -0.8402 -1.7514 -2.1248  0.179
H10 -2.1358 -0.5168 -1.7396  0.175

The gap between HOMO and LUMO comes out at 10.38 eV.



Per-record F_max, eV/A: 0.955 0.578 0.408 4.730 3.922 2.457
Per-record ΔE to the lowest compared entry with this formula, charge and spin, kcal/mol: 3.61 10.93 94.99 3.74 0.00 95.15